Record 1
DFT (ωB97M-V/def2-TZVPD) results for C9H8N2 in the gas phase in a non-equilibrium geometry.

The geometry in XYZ format:
```
19
Properties=species:S:1:pos:R:3:forces:R:3:mulliken_charge:R:1
C 0.8079 -2.5737 -0.6528 0.50 -1.10 -4.12 -0.3389
C 1.0418 -3.0209 0.5864 -2.33 6.47 1.08 -0.7017
C 0.7270 -2.1325 1.6054 1.80 0.02 3.80 -0.0885
C 0.1098 -0.4404 0.2070 1.04 -1.78 -1.42 0.6985
C 0.4369 -1.3055 -0.8776 -0.51 1.40 4.72 -0.7002
C -0.3660 0.9109 -0.0234 -0.78 0.90 0.49 0.1041
C -1.4459 1.5468 0.5768 5.06 1.10 -6.16 -0.9058
C -1.4959 2.8065 0.0104 -3.43 4.21 0.82 -0.2562
C -0.5578 3.0354 -0.9117 3.33 -1.07 -1.62 -0.4012
H 0.9526 -3.1913 -1.5975 -0.11 0.42 1.55 0.2831
H 1.2918 -3.9160 0.6932 2.42 -7.44 1.54 0.6272
H 1.1047 -2.3067 2.8140 -1.51 0.00 -3.65 0.2160
H 0.1477 -0.9261 -1.7243 -0.97 1.57 -5.20 0.6199
H -1.9255 1.3989 1.3655 -4.16 -2.42 6.38 0.5871
H -2.2744 3.6485 0.3083 1.72 -2.02 -0.62 0.2419
H -0.2024 3.9558 -1.5065 -0.81 -1.93 1.12 0.3122
H 1.2032 1.6377 -1.3566 -3.25 0.39 1.16 0.3264
N 0.2564 -0.9019 1.4232 0.15 0.09 1.47 -0.5064
N 0.1879 1.7744 -0.9398 1.84 1.20 -1.36 -0.1176
```
Positions in Å, forces in eV/Å.

Calculated values
* strongest force on any atom: 8.05 eV Å⁻¹
* energy above the lowest of the compared OMol25 structures with the same formula, charge and spin: 333.9 kJ/mol
* SMILES: c1ccc(-c2ccc[nH]2)nc1
* E_tot: -457.15151 Ha


Record 2
DFT (ωB97M-V/def2-TZVPD) results for 12 unconnected molecules or ions with the total composition C36H58N2O26S2 in a non-equilibrium geometry.

The geometry in XYZ format:
```
124
Properties=species:S:1:pos:R:3:forces:R:3:mulliken_charge:R:1
C -1.5584 -5.0284 -1.9652 0.50 0.46 1.89 -0.0616
C -0.4673 -4.2509 -1.2610 1.68 0.30 -0.28 0.2569
O -0.6518 -4.4207 0.1533 -0.11 -0.24 -0.17 -0.1944
C -1.5396 -5.4220 0.3909 -1.02 1.13 -0.04 0.5886
O -1.8867 -5.7822 1.4978 0.77 0.15 -2.61 -0.5711
O -2.0907 -5.7880 -0.8391 0.05 -0.72 0.64 -0.4144
H -0.9918 -5.6418 -2.6658 -1.05 -0.38 -0.26 0.3637
H -2.3344 -4.3714 -2.3578 -0.05 -0.51 -0.21 0.0348
H -0.2886 -3.2240 -1.5800 -0.90 0.35 0.54 -0.2671
H 0.5021 -4.6475 -1.5627 0.13 -0.48 0.51 0.1913
C -5.1841 -0.7349 -2.5742 -0.60 0.07 -1.12 -0.2117
C -5.2832 -2.1714 -2.9255 -0.73 0.04 -0.75 -0.7985
O -4.1461 -2.7189 -2.2468 -0.14 -1.53 -0.65 -0.4436
C -3.8573 -1.9835 -1.1776 -1.56 1.05 1.24 0.2621
O -3.3009 -2.3231 -0.1662 -0.20 0.34 -1.66 -0.4939
O -4.5047 -0.7576 -1.3325 0.77 0.05 0.43 0.5374
H -6.1788 -0.2893 -2.5859 0.27 0.18 0.89 0.4119
H -4.6604 -0.2701 -3.4096 0.65 0.51 0.55 0.0374
H -5.2944 -2.2892 -4.0090 0.91 -0.39 0.04 0.4528
H -6.2734 -2.5409 -2.6590 0.42 -0.79 0.99 0.2865
C -2.3821 1.0167 -3.7236 1.27 0.88 1.23 0.2195
C -1.0843 1.7888 -3.2570 -1.36 -0.75 -1.13 -0.3126
O -0.1375 0.9582 -3.8803 2.79 -0.58 -1.13 -0.3971
C -0.5617 -0.2809 -4.0947 0.79 -3.64 -2.96 0.6844
O 0.0148 -1.2686 -4.6544 -1.94 4.68 2.94 -0.6617
O -1.8705 -0.3057 -3.7823 -1.19 -0.97 0.12 -0.2707
H -2.6470 1.3538 -4.7257 0.00 -0.03 -0.13 0.3945
H -3.2484 1.1426 -3.0743 0.29 -0.55 0.14 -0.2854
H -0.7520 1.7782 -2.2190 -1.02 0.70 0.25 0.0665
H -1.1109 2.7278 -3.8099 0.57 0.27 0.64 0.6268
C 4.1357 -4.9254 -4.7205 1.31 0.66 0.28 -0.3195
C 5.1243 -3.7947 -4.2696 0.19 -0.92 -0.17 -0.3798
O 4.3216 -3.0161 -3.4491 -0.03 1.92 0.77 -0.2541
C 3.0929 -3.4862 -3.2900 -0.39 0.65 -0.33 0.3847
O 2.2183 -3.0098 -2.6350 0.33 -0.15 0.05 -0.1423
O 2.9359 -4.5282 -4.1070 -1.09 -1.34 -0.26 -0.3921
H 4.4912 -5.8600 -4.2869 -0.30 -0.20 -0.29 0.2533
H 3.9999 -4.9782 -5.8007 -0.02 -0.13 0.14 0.3036
H 5.5654 -3.1892 -5.0613 -0.27 -0.01 -0.14 0.2501
H 5.9312 -4.1573 -3.6327 0.08 -0.28 -0.19 0.2549
C -2.0354 2.3426 3.6516 0.47 1.38 1.84 1.4429
C -1.0297 2.6229 4.8351 -0.99 -0.71 0.03 -1.1355
O -0.4525 3.8825 4.4979 1.38 0.12 0.39 0.2186
C -1.2986 4.5839 3.7902 -1.78 2.42 -1.06 0.4959
O -1.2919 5.8001 3.5639 0.37 -3.32 0.57 -0.6398
O -2.3142 3.7659 3.3836 0.01 -0.32 -1.19 -0.4154
H -2.9935 1.9449 3.9860 0.23 -0.05 0.33 0.0288
H -1.7222 1.7161 2.8165 0.52 0.74 -0.34 -0.4559
H -0.2420 1.9309 5.1326 0.01 -0.14 -0.69 0.2147
H -1.6279 2.8031 5.7283 -0.12 -0.08 0.12 0.2505
C -3.8630 3.7642 -2.5484 -0.99 1.83 -0.66 -0.2399
C -3.7775 3.4755 -1.0869 1.05 -1.21 -1.17 0.4281
O -4.8402 2.5482 -0.9207 -1.66 0.22 0.93 -0.0868
C -5.6772 2.5404 -1.9876 -1.38 -2.80 -0.47 0.5899
O -6.6597 1.8166 -2.1426 2.00 2.14 1.10 -0.6266
O -5.1676 3.2495 -2.9857 1.68 0.59 -0.30 -0.4117
H -2.9585 3.3745 -3.0153 -0.83 -0.04 -0.87 -0.2148
H -3.9604 4.8457 -2.6440 0.42 -0.09 -0.71 0.4544
H -3.7539 4.4411 -0.5818 -0.53 -0.71 1.04 0.3150
H -2.8837 2.8556 -1.0179 0.20 0.46 1.30 -0.2858
C 5.3765 -1.0186 1.6506 -2.02 -1.53 0.07 -0.7613
C 3.9732 -0.7108 1.1360 0.39 1.63 -0.29 1.2322
O 3.9288 -1.3470 -0.1770 -0.46 -0.54 0.15 0.1071
C 4.7755 -2.4237 -0.1237 -0.16 -1.48 -1.14 0.5523
O 4.8254 -3.4371 -0.8462 -0.34 3.55 2.24 -0.6199
O 5.6040 -2.1828 0.8792 2.47 -1.82 -0.15 -0.3365
H 5.2366 -1.4198 2.6544 0.64 0.59 0.29 0.3348
H 6.1502 -0.2610 1.5258 -0.12 -0.16 -0.08 0.3217
H 3.9014 0.3748 1.0708 -0.50 -0.09 -0.67 -0.3424
H 3.1717 -1.0557 1.7892 0.20 -0.43 -0.28 -0.6145
C 4.3870 1.6092 -2.0228 -1.74 -1.26 -1.68 0.3196
C 3.3771 2.4517 -2.8380 0.73 -0.03 0.44 0.2290
O 3.6924 3.7426 -2.3670 -0.19 1.37 0.46 -0.3471
C 4.8330 3.7530 -1.6504 0.58 6.25 0.21 0.6405
O 5.3702 4.8572 -1.2998 -1.90 -4.89 -1.02 -0.6643
O 5.2758 2.5543 -1.4973 1.55 -1.46 1.23 -0.3242
H 4.8968 0.8715 -2.6424 0.33 0.19 0.17 0.3923
H 3.7435 1.0695 -1.3280 0.87 0.19 0.81 -0.3590
H 2.3711 2.1790 -2.5192 -0.06 0.19 -0.45 -0.2146
H 3.5315 2.5190 -3.9149 -0.25 -0.63 -0.05 0.2867
C -4.4374 -0.5300 3.0991 0.83 -1.12 0.06 -1.7708
C -4.4563 0.3740 1.9263 0.16 -0.85 -2.00 2.2299
C -5.8593 0.8576 1.6856 -0.51 2.48 0.61 -0.4693
C -6.9028 0.0317 1.0630 -2.53 -3.56 -1.96 0.1324
N -7.6991 -0.7028 0.5508 3.46 3.38 2.27 -0.6671
H -3.4093 -0.8346 3.2953 0.12 0.31 0.61 0.4101
H -4.9047 -1.4980 2.9187 -0.58 0.18 0.00 0.3869
H -4.9140 0.0085 3.9182 0.24 -0.41 0.42 0.4772
H -4.1804 -0.0586 0.9646 0.47 -0.64 0.27 -1.0426
H -3.6951 1.1457 2.0409 -0.69 0.57 0.03 -0.3571
H -5.8039 1.8113 1.1607 -0.20 -0.17 -0.57 0.2184
H -6.1712 1.2165 2.6664 -0.83 -0.27 0.16 0.6186
C 3.4274 5.8092 1.9344 1.21 -1.11 -0.46 -1.1070
C 3.5896 4.6624 2.9781 -0.28 -0.22 1.15 -0.7060
C 2.6688 3.4481 2.8698 -0.23 0.78 -1.02 -0.2390
C 2.6838 2.9309 1.5549 -0.99 -1.29 -3.99 0.6355
N 2.5644 2.4758 0.4868 0.51 0.73 1.62 -0.6202
H 4.4115 5.9591 1.4903 0.31 0.40 0.33 0.3220
H 3.0602 6.7802 2.2666 -0.22 -0.40 0.25 0.3377
H 2.9451 5.4790 1.0144 -0.80 -0.05 0.27 0.3143
H 3.2943 4.9471 3.9879 0.59 0.81 0.09 0.3053
H 4.5788 4.2113 3.0565 0.35 0.70 -0.26 0.4657
H 1.6660 3.8461 3.0251 -0.28 -0.75 0.49 -0.2682
H 2.9670 2.5345 3.3841 -0.20 0.39 1.39 0.4278
C 1.9714 -1.8435 4.3755 0.75 -0.77 -0.43 -0.7248
S 2.4368 -3.5843 3.8993 0.93 0.29 0.26 0.4349
O 3.2343 -3.5468 2.6017 -0.44 0.34 1.48 -0.4762
C 3.6209 -3.8526 5.3636 -0.23 0.12 -0.66 -0.6441
H 2.8105 -1.3334 4.8487 -0.01 -0.02 0.16 0.5945
H 1.1034 -1.8961 5.0328 -0.04 0.17 -0.13 0.2248
H 1.7999 -1.3226 3.4335 -0.50 -0.05 0.08 -0.5388
H 3.1040 -4.2139 6.2527 -0.43 -0.02 -0.23 0.2907
H 4.1375 -2.9373 5.6526 0.00 0.01 -0.35 0.2144
H 4.3348 -4.6172 5.0575 -0.05 0.05 -0.17 0.3150
C -0.7872 -1.0910 1.2659 -0.71 -0.37 -1.24 -1.3633
S -1.1598 -0.1553 -0.2868 1.67 0.10 0.90 0.6656
O -1.5131 1.2853 0.0861 0.62 -1.15 -0.40 -0.6714
C 0.6538 -0.3438 -0.8013 -0.52 0.48 -0.19 -0.0713
H -0.1168 -0.5555 1.9381 -0.48 0.36 0.09 0.6543
H -0.2691 -1.9954 0.9469 0.03 -0.07 -0.16 0.5751
H -1.7660 -1.4373 1.5976 0.20 0.35 0.67 0.1464
H 0.8957 0.3394 -1.6155 -0.05 0.28 0.21 -0.6763
H 0.8411 -1.3334 -1.2182 -0.40 -0.22 0.14 0.0977
H 1.3266 -0.2099 0.0458 -0.18 0.31 -0.04 0.1692
```
Positions in Å, forces in eV/Å.

Calculated values
* strongest force on any atom: 6.28 eV Å⁻¹
* charge: -1
* E_tot: -4268.49527 Ha
* spin multiplicity: 2


- Which of these has the highest strongest force on any atom?
  C9H8N2


- Which of these has the highest E_tot?
  C9H8N2